a) Formula: C3H10OS2
Source: the Open Molecules 2025 dataset
Level of theory: ωB97M-V with the def2-TZVPD basis set

Last column: Löwdin charge in e.
Element x y z (Å)
C -2.4765 0.2686 -0.2561  -0.313
H 0.8745 -2.8665 -0.8349  0.027
H -2.3885 0.3592 -1.3356  0.109
C -3.8338 0.8709 0.1640  -0.078
H 1.1704 1.1925 0.9551  -0.232
O -1.3768 0.9486 0.3162  -0.118
H -2.4514 -0.7926 -0.0057  0.101
S 1.4144 -0.4570 -0.9437  0.370
S 2.2693 0.4516 0.7739  0.329
H -4.4140 0.1322 0.7146  0.065
H -1.2407 0.6337 1.2021  0.068
H -4.3312 1.4270 -0.6226  0.065
C 0.8924 -2.0283 -0.1467  -0.482
H -0.0665 -1.7761 0.3140  0.002
H 1.5046 -2.2935 0.7133  0.015
H -3.6835 1.6422 0.9327  0.072

highest occupied orbital energy: -8.8 eV
SMILES: CCO.CSS
2S+1: 1

---

b) Formula: C3H10OS2
Source: the Open Molecules 2025 dataset
Level of theory: ωB97M-V with the def2-TZVPD basis set

Last column: Löwdin charge in e.
Element x y z (Å)
C -2.4374 0.9082 1.3494  -0.455
O 1.4230 -0.2002 1.0397  -0.088
C 1.0618 -0.5944 -0.2824  -0.316
H 2.8416 -0.7598 -1.5369  0.070
H -1.4007 1.2074 1.3776  0.016
H 2.3643 -0.3466 1.1874  0.076
S -1.8593 2.2225 -1.3559  0.305
H 1.6771 -2.0473 -1.7564  0.078
H -2.5882 -0.0917 1.7507  0.026
H -0.7320 1.6681 -0.8874  -0.243
H -3.1246 1.5476 1.8822  0.019
C 2.1389 -1.3917 -1.0133  -0.079
H 2.6524 -2.0379 -0.3120  0.072
S -3.0157 0.7827 -0.3857  0.334
H 0.1548 -1.1737 -0.1891  0.105
H 0.8440 0.3067 -0.8679  0.082

highest occupied orbital energy: -8.5 eV
SMILES: CCO.CSS
2S+1: 1

---

Calculated relative energies: a) 0.0074; b) 0.0000, given in hartree

---

a) Formula: CH4O3
Source: the Open Molecules 2025 dataset
Level of theory: ωB97M-V with the def2-TZVPD basis set

Last column: Löwdin charge in e.
Element x y z (Å)
H -1.5100 -0.8337 0.8410  0.186
O -0.6827 1.1512 0.0567  0.033
C -0.3056 -0.0143 -0.4703  -0.333
O 1.5760 -0.0425 0.1518  -0.225
H 0.1282 1.5235 0.5144  0.145
O -1.0096 -1.0376 -0.0307  0.082
H -0.1936 0.1073 -1.5005  0.131
H 1.9973 -0.8539 0.4375  -0.019

highest occupied orbital energy: -9.9 eV
2S+1: 1

---

b) Formula: CH4O3
Source: the Open Molecules 2025 dataset
Level of theory: ωB97M-V with the def2-TZVPD basis set

Last column: Löwdin charge in e.
Element x y z (Å)
H 0.6947 0.8844 2.0459  0.044
H -1.3657 -1.0879 -1.0211  0.131
C -0.3039 -1.1188 -0.7062  -0.315
O 0.4208 -0.7446 -1.8417  0.027
O 0.1468 -1.4942 0.3835  0.041
O 0.5111 1.6928 1.5157  -0.093
H -0.2346 -0.4630 -2.5368  0.119
H 0.1308 2.3313 2.1607  0.045

highest occupied orbital energy: -11.0 eV
SMILES: O=CO.O
2S+1: 1

---

Calculated relative energies: a) 0.0638; b) 0.0000, given in hartree

---

a) Formula: CH4O3
Source: the Open Molecules 2025 dataset
Level of theory: ωB97M-V with the def2-TZVPD basis set

Last column: Löwdin charge in e.
Element x y z (Å)
C 0.8262 1.0107 -0.0969  0.057
H -0.9447 -0.8895 -0.2089  0.002
O 1.5567 -1.0758 -0.2416  -0.137
H 0.3554 0.9918 -1.0739  0.116
H -2.1964 -1.3848 0.4966  0.043
H 0.7255 1.8820 0.5355  0.109
O -1.7664 -0.5807 0.1878  -0.062
O 1.4437 0.0463 0.4014  -0.129

highest occupied orbital energy: -9.9 eV
2S+1: 1

---

b) Formula: CH4O3
Source: the Open Molecules 2025 dataset
Level of theory: ωB97M-V with the def2-TZVPD basis set

Last column: Löwdin charge in e.
Element x y z (Å)
O -1.4696 -0.0136 -0.2962  -0.121
C 1.7987 -0.1448 0.0369  -0.434
O 1.2854 -1.2412 0.1096  0.034
O 1.1999 0.9291 -0.3061  0.095
H -0.9344 -0.8032 -0.0013  0.039
H 2.7916 0.0001 0.4561  0.138
H 0.3715 0.9213 -0.8753  0.144
H -2.0543 0.0116 0.5600  0.105

highest occupied orbital energy: -10.8 eV
SMILES: O=CO.O
2S+1: 1

---

Calculated relative energies: a) 0.1787; b) 0.0000, given in hartree

---

a) Formula: CH4O3
Source: the Open Molecules 2025 dataset
Level of theory: ωB97M-V with the def2-TZVPD basis set

Last column: Löwdin charge in e.
Element x y z (Å)
O 1.7749 0.0679 0.0073  -0.008
O 0.6325 -0.5683 0.5714  -0.084
H -0.1411 1.4267 -0.4935  0.163
O -1.5915 -0.4586 0.4007  0.015
H -1.3750 -0.6230 1.3601  0.143
H 1.4930 0.8893 -0.3339  0.005
C -0.4021 -0.2139 -0.2083  -0.376
H -0.3909 -0.5201 -1.3038  0.143

highest occupied orbital energy: -9.6 eV
2S+1: 1

---

b) Formula: CH4O3
Source: the Open Molecules 2025 dataset
Level of theory: ωB97M-V with the def2-TZVPD basis set

Last column: Löwdin charge in e.
Element x y z (Å)
H 1.0910 -2.8984 -0.5329  0.174
O -0.4605 -2.5753 0.9192  0.055
H 0.4274 3.1174 0.2975  0.007
O 0.3365 -0.9612 -0.4112  0.051
C 0.3079 -2.2203 0.0700  -0.408
H -0.4856 -0.5852 -0.0302  0.121
H -0.9731 3.3984 -0.0773  0.071
O -0.2436 2.7246 -0.2352  -0.072

highest occupied orbital energy: -10.9 eV
SMILES: O=CO.O
2S+1: 1

---

Calculated relative energies: a) 0.1904; b) 0.0000, given in hartree

---

a) Formula: C3H5N2O
Source: the Open Molecules 2025 dataset
Level of theory: ωB97M-V with the def2-TZVPD basis set

Last column: Löwdin charge in e.
Element x y z (Å)
O -4.2822 -1.0223 0.3087  0.253
H 2.3561 -0.1055 0.2150  0.137
H 1.7014 -1.5789 0.9273  0.129
C -4.0030 0.0706 0.0835  -0.285
H -1.7688 0.7148 -0.4544  0.088
H 1.8414 -1.3367 -0.7604  0.143
N -3.3436 1.0409 -0.3082  0.152
H -3.5638 1.9707 -0.1997  0.080
C 1.4688 -0.7953 0.1683  -0.014
C 0.2017 -0.2172 0.0004  -0.035
N -0.7758 0.3544 -0.2152  0.351

charge: +1
highest occupied orbital energy: -15.7 eV
2S+1: 1

---

b) Formula: C3H5N2O
Source: the Open Molecules 2025 dataset
Level of theory: ωB97M-V with the def2-TZVPD basis set

Last column: Löwdin charge in e.
Element x y z (Å)
C 0.7317 1.3744 -1.4535  -0.068
H 0.4933 -0.6733 -1.1770  0.116
H -1.2379 1.4247 0.3148  0.178
O 1.3389 2.2440 -1.8607  0.326
H -0.3002 -2.0582 1.0504  0.175
H -1.8365 -0.3653 -0.0003  0.140
C 0.1640 0.2847 -0.9586  -0.068
C -0.9711 0.3091 0.0935  -0.106
N 0.1492 0.0311 0.9187  0.002
N 0.2818 -1.2055 1.2173  0.087
H 1.1868 -1.3658 1.8555  0.218

charge: +1
highest occupied orbital energy (spin up / spin down): -14.4 / -14.4 eV
2S+1: 1

---

c) Formula: C3H5N2O
Source: the Open Molecules 2025 dataset
Level of theory: ωB97M-V with the def2-TZVPD basis set

Last column: Löwdin charge in e.
Element x y z (Å)
C -1.4902 1.3055 -0.5237  -0.098
H -1.3674 2.2800 -0.8464  0.085
O -2.1458 -0.6177 0.2339  -0.030
H 3.7909 -1.9957 0.6098  0.155
C 3.1316 -1.0495 0.3195  0.616
H 2.6932 -0.5264 1.1170  0.061
C -2.6383 0.5965 -0.2052  -0.003
H 2.9279 -0.8358 -0.7979  0.139
N -0.4211 0.5650 -0.1141  -0.017
H -3.6720 0.8157 -0.1322  0.121
N -0.8087 -0.5376 0.3392  -0.029

charge: +1
highest occupied orbital energy: -13.5 eV
2S+1: 1

---

d) Formula: C3H5N2O
Source: the Open Molecules 2025 dataset
Level of theory: ωB97M-V with the def2-TZVPD basis set

Last column: Löwdin charge in e.
Element x y z (Å)
H -1.0316 -1.9456 0.0192  0.172
N 1.4172 -0.0140 0.0714  -0.129
N -0.3858 -1.1666 0.0377  0.068
C -0.7979 0.2153 0.0312  -0.079
H 0.6913 1.9647 0.0559  0.170
H 3.0179 -0.8835 0.0644  0.153
O 2.7366 0.0676 0.0857  0.131
H -1.3954 0.4631 -0.8563  0.167
C 0.5090 0.9039 0.0553  0.117
C 0.9001 -1.3268 0.0646  0.063
H -1.4230 0.4590 0.9003  0.166

charge: +1
highest occupied orbital energy: -15.1 eV
2S+1: 1

---

Calculated relative energies: a) 0.0000; b) 0.0949; c) 0.2090; d) 0.0848, given in hartree

---

a) Formula: C3H8S2
Source: the Open Molecules 2025 dataset
Level of theory: ωB97M-V with the def2-TZVPD basis set

Last column: Löwdin charge in e.
Element x y z (Å)
H -1.2623 0.4683 0.2534  -0.007
H -1.7300 1.7378 -1.0709  0.028
H -2.4877 0.2014 -1.0573  0.015
H 0.5782 -1.2291 1.6757  0.043
H 2.1540 -0.7995 2.4489  0.045
C 1.3546 0.7072 1.1827  -0.102
S -0.2020 0.1667 -1.8624  0.362
H 0.3802 1.1845 1.1413  0.027
S -0.9914 -1.7872 -2.4046  0.294
C 1.3176 -0.4643 1.8364  -0.067
H 0.2405 -2.2380 -2.6267  -0.227
C -1.5779 0.7062 -0.7474  -0.457
H 2.2262 1.3460 1.2311  0.047

highest occupied orbital energy: -8.3 eV
SMILES: C=C.CSS
2S+1: 1

---

b) Formula: C3H8S2
Source: the Open Molecules 2025 dataset
Level of theory: ωB97M-V with the def2-TZVPD basis set

Last column: Löwdin charge in e.
Element x y z (Å)
C 0.7322 0.0560 -0.5309  -0.882
C 1.1334 -2.4929 0.4417  -0.445
H 0.3595 -3.3672 0.6895  0.064
H 1.8184 -2.7266 -0.2843  -0.002
H 1.1840 -0.1507 -1.5980  0.064
S -0.4604 1.5141 -0.7530  0.638
H -1.7682 1.5200 1.5607  0.082
H 0.1569 1.9398 1.6670  0.081
H 1.7785 0.3667 -0.1149  0.073
H 1.4148 -2.1626 1.5275  0.062
C -0.8585 2.1255 0.9550  -0.497
S -0.1647 -1.3184 0.1591  0.707
H -0.9847 3.3188 0.8587  0.053

highest occupied orbital energy: -8.5 eV
SMILES: CSCSC
2S+1: 1

---

Calculated relative energies: a) 0.0000; b) 0.0148, given in hartree